(1)
# C7H14

A cluster of 3 separate species, C7H14 in total (ωB97M-V with the def2-TZVPD basis set, OMol25).

Each line ends with the Löwdin charge.
Cartesian coordinates (Å):
1 C 1.587 1.007 -1.365  0.0430
2 C 0.281 1.139 -1.503  -0.3290
3 C -0.882 2.027 -1.596  -0.1076
4 C -1.032 0.507 -1.674  -0.1143
5 H 2.235 1.872 -1.253  0.0595
6 H 2.059 0.027 -1.359  0.0474
7 H -1.232 2.528 -0.695  0.0838
8 H -1.026 2.599 -2.511  0.1009
9 H -1.282 0.070 -2.639  0.1020
10 H -1.474 -0.005 -0.820  0.0696
11 H -2.216 0.654 1.390  0.0240
12 H -2.418 1.364 1.292  0.0480
13 C -0.488 -1.533 2.176  -0.0367
14 C 0.439 -1.217 1.276  -0.2571
15 C 1.132 -2.205 0.383  -0.1167
16 H -0.814 -2.562 2.319  0.0556
17 H -0.948 -0.780 2.811  0.0350
18 H 0.738 -0.175 1.157  0.0845
19 H 2.213 -2.213 0.575  0.0765
20 H 0.751 -3.219 0.536  0.0720
21 H 0.996 -1.941 -0.673  0.0596

Multiplicity: 1
Orbital gap, eV: 10.826
LUMO, eV: 1.21
M, g mol⁻¹: 98.19
SMILES: C=C1CC1.[H][H].C=CC
HOMO, eV: -9.6
Relative energy (zero: lowest compared OMol25 entry of this formula, charge and spin), kcal per mole: 88.0
E_tot, Ha: -274.9760

(2)
# C18H14O5PSr

A structure of composition C18H14O5PSr at a distorted geometry (ωB97M-V with the def2-TZVPD basis set, OMol25).

Each line ends with the Löwdin charge.
Cartesian coordinates (Å):
1 O -1.238 -7.558 0.190  0.0518
2 C -0.738 -6.550 -0.065  0.0155
3 Sr -0.241 -2.645 0.335  0.8875
4 O -2.976 -5.073 1.518  0.1043
5 C -2.118 -4.394 1.140  -0.0446
6 C 1.780 -2.450 -1.489  -0.2630
7 O 2.610 -2.396 -2.291  0.0284
8 C -1.304 -2.738 -2.211  -0.0891
9 O -1.615 -2.998 -3.298  0.0698
10 C 1.957 -3.508 1.898  0.0025
11 O 2.851 -3.948 2.459  0.1115
12 H 0.704 -4.049 -1.256  -0.0880
13 C -1.800 1.800 -1.744  -0.2767
14 P -0.687 0.835 -0.598  0.9604
15 C 0.964 1.449 -1.062  -0.3809
16 C 2.046 1.098 -0.218  -0.1245
17 C 3.350 1.329 -0.633  -0.0834
18 C 3.603 1.986 -1.854  -0.0560
19 C 2.513 2.350 -2.703  -0.0620
20 C 1.208 2.105 -2.281  -0.0994
21 C -1.187 1.471 1.036  -0.3877
22 C -2.407 2.165 1.232  -0.0921
23 C -2.835 2.475 2.525  -0.0701
24 C -2.041 2.118 3.638  -0.0694
25 C -0.843 1.401 3.440  -0.0864
26 C -0.401 1.110 2.152  -0.1336
27 H -1.562 1.549 -2.791  0.0440
28 H -1.653 2.877 -1.568  0.0628
29 H -2.857 1.530 -1.557  0.0449
30 H 1.894 0.699 0.782  0.0690
31 H 4.199 0.969 -0.038  0.1125
32 H 4.641 2.149 -2.205  0.1144
33 H 2.724 2.785 -3.693  0.1151
34 H 0.389 2.506 -2.909  0.1013
35 H -3.005 2.532 0.393  0.0938
36 H -3.817 2.960 2.688  0.1183
37 H -2.412 2.335 4.669  0.1200
38 H -0.290 1.046 4.320  0.1106
39 H 0.592 0.679 2.048  0.0684

Multiplicity: 1
Orbital gap, eV: 6.363
LUMO, eV: -4.28
M, g mol⁻¹: 428.90
Total charge: +1
HOMO, eV: -10.6
Relative energy (zero: lowest compared OMol25 entry of this formula, charge and spin), kcal per mole: 13.1
E_tot, Ha: -1442.2641

(3)
# C4H8OS

An isolated molecule of C4H8OS at a distorted geometry (ωB97M-V with the def2-TZVPD basis set, OMol25).

Each line ends with the Löwdin charge.
Cartesian coordinates (Å):
1 C 1.614 -0.141 0.576  -0.1344
2 C 1.186 0.305 -0.930  -0.1933
3 C -0.203 0.572 -0.453  -0.9843
4 S -0.724 1.963 -0.008  0.8335
5 O -0.808 -0.662 -0.542  -0.1922
6 C -2.108 -0.606 0.121  -0.1376
7 H 0.861 -0.877 1.228  0.1228
8 H 2.770 -0.721 0.867  0.1364
9 H 1.744 0.912 1.060  0.0676
10 H 1.373 -0.418 -1.641  0.0820
11 H 1.670 1.232 -1.079  0.0783
12 H -3.049 -0.240 -0.751  0.1653
13 H -2.363 -1.619 0.545  0.0737
14 H -1.964 0.298 1.007  0.0822

Multiplicity: 1
Orbital gap, eV: 9.492
LUMO, eV: 0.58
M, g mol⁻¹: 104.17
SMILES: CCC(=S)OC
HOMO, eV: -8.9
Relative energy (zero: lowest compared OMol25 entry of this formula, charge and spin), kcal per mole: 88.1
E_tot, Ha: -630.4945

(4)
# CH3O4P

A cluster of 2 separate species, CH3O4P in total at a distorted geometry (ωB97M-V with the def2-TZVPD basis set, OMol25).

Each line ends with the Löwdin charge.
Cartesian coordinates (Å):
1 O -2.029 -0.489 -0.046  0.0534
2 C -1.005 -0.845 -0.555  -0.4488
3 O -0.741 -0.802 -1.882  0.0628
4 H -0.129 -1.107 0.040  0.1185
5 H -1.518 -0.534 -2.352  0.0995
6 O 0.477 0.928 -0.267  -0.4403
7 P 1.214 1.658 0.726  0.8567
8 O 1.799 0.464 1.734  -0.2843
9 H 1.932 0.727 2.601  -0.0174

Multiplicity: 1
Orbital gap, eV: 9.594
LUMO, eV: -0.55
M, g mol⁻¹: 110.00
SMILES: O=CO.O=PO
HOMO, eV: -10.1
Relative energy (zero: lowest compared OMol25 entry of this formula, charge and spin), kcal per mole: 28.8
E_tot, Ha: -682.2483